Entry 1:
One molecule with the formula C4HNO2S. Source: the Open Molecules 2025 dataset; level of theory: ωB97M-V/def2-TZVPD.

The geometry in XYZ format:
```
9
Properties=species:S:1:pos:R:3
O -2.277 0.349 -0.694
C -1.114 0.266 -0.480
N -0.656 -0.615 0.489
C 0.738 -0.617 0.666
O 1.296 -1.334 1.464
C 1.205 0.420 -0.356
S 1.852 1.645 -1.482
C 0.104 0.972 -0.852
H -1.147 -1.087 1.244
```

Properties
Relative energy (zero: lowest compared OMol25 entry of this formula, charge and spin), kcal per mole: 57.3
E_LUMO, eV: -1.33
SMILES: O=c1[nH]c(=O)c2sc1=2
Calculated total energy, Ha: -756.320069
Max |F|, eV/A: 4.24

Here are the Mulliken charges for atoms 1 to 4, given in e: O -0.4978; C 0.3319; N -0.0598; C 0.3735

Entry 2:
A 2-piece molecular cluster, C4H5Br2NO overall. Source: the Open Molecules 2025 dataset; level of theory: ωB97M-V/def2-TZVPD.

The geometry in XYZ format:
```
13
Properties=species:S:1:pos:R:3
Br 1.461 -2.587 0.089
C -0.027 -1.802 -0.960
C -0.931 -0.998 -0.458
C -2.053 -0.272 -1.268
Br -3.594 -0.057 -0.041
H 0.194 -2.030 -1.971
H -1.016 -1.022 0.657
H -1.829 0.812 -1.489
H -2.325 -0.732 -2.162
N 2.826 0.819 1.133
C 3.071 0.746 -0.020
O 3.363 0.690 -1.113
H 2.297 0.228 1.706
```

Properties
Relative energy (zero: lowest compared OMol25 entry of this formula, charge and spin), kcal per mole: 4.4
E_LUMO, eV: 0.34
SMILES: Br/C=C/CBr.N=C=O
Calculated total energy, Ha: -5433.404066
Max |F|, eV/A: 3.69

Here are the Mulliken charges for atoms 1 to 4, given in e: Br -0.1940; C -0.5345; C 0.0471; C -0.5652

Entry 3:
A 2-piece molecular cluster, C2H9NOS overall. Source: the Open Molecules 2025 dataset; level of theory: ωB97M-V/def2-TZVPD.

The geometry in XYZ format:
```
14
Properties=species:S:1:pos:R:3
N 2.960 -0.054 0.376
C 2.170 -1.239 0.681
O 1.374 -1.598 -0.443
H 3.538 0.286 1.145
H 3.752 -0.345 -0.229
H 2.826 -2.203 0.809
H 1.664 -1.022 1.706
H 0.595 -1.030 -0.467
C -2.923 1.368 -0.968
S -2.931 0.348 0.515
H -2.907 0.919 -1.930
H -3.748 2.064 -0.822
H -2.090 2.084 -0.971
H -4.279 0.422 0.599
```

Properties
Relative energy (zero: lowest compared OMol25 entry of this formula, charge and spin), kcal per mole: 22.1
E_LUMO, eV: 0.74
SMILES: NCO.CS
Calculated total energy, Ha: -609.733975
Max |F|, eV/A: 2.31

Here are the Mulliken charges for atoms 1 to 4, given in e: N -0.5881; C -0.1710; O -0.4989; H 0.2459

Entry 4:
A 5-piece molecular cluster, C16H32O6 overall. Source: the Open Molecules 2025 dataset; level of theory: ωB97M-V/def2-TZVPD.

The geometry in XYZ format:
```
54
Properties=species:S:1:pos:R:3
C -0.593 4.910 0.630
C -2.015 5.434 0.344
O -2.723 4.256 0.104
C -3.975 4.303 -0.355
C -4.457 2.924 -0.716
O -4.605 5.363 -0.614
H -0.566 4.212 1.479
H -0.033 5.790 0.977
H -0.077 4.685 -0.280
H -2.373 5.847 1.164
H -1.964 6.234 -0.234
H -5.205 2.527 -0.138
H -3.807 2.204 -1.064
H -4.861 2.965 -1.588
C 1.336 -3.356 -2.873
C 1.835 -2.218 -1.862
C 2.871 -2.786 -0.950
O 1.439 -1.056 -1.863
H 2.123 -3.830 -3.398
H 0.810 -2.858 -3.855
H 0.668 -4.025 -2.382
H 3.048 -2.259 -0.067
H 3.828 -3.017 -1.287
H 2.609 -3.678 -0.367
C -1.488 0.866 0.160
C -0.854 -0.032 1.280
C -0.854 -1.540 1.009
O -0.320 0.500 2.322
H -2.370 0.429 -0.045
H -0.754 0.899 -0.704
H -1.571 1.944 0.502
H -0.264 -2.135 1.676
H -0.662 -1.763 -0.057
H -1.810 -2.028 1.308
C -1.033 -5.050 0.903
C 0.048 -6.153 0.908
C -0.434 -7.535 1.349
O 1.239 -5.955 0.435
H -1.995 -5.351 0.369
H -0.782 -4.140 0.568
H -1.227 -4.903 1.958
H 0.412 -8.345 1.158
H -1.548 -7.607 1.116
H -0.455 -7.326 2.183
C 3.822 4.463 0.390
C 3.443 3.360 -0.504
C 2.801 2.106 0.122
O 3.755 3.401 -1.795
H 2.904 5.012 0.665
H 4.446 5.216 -0.032
H 4.362 4.103 1.291
H 2.756 1.166 -0.598
H 1.734 2.046 0.362
H 3.410 1.796 0.916
```

Properties
Relative energy (zero: lowest compared OMol25 entry of this formula, charge and spin), kcal per mole: 89.1
E_LUMO, eV: 0.37
SMILES: CCOC(C)=O.CC(C)=O.CC(C)=O.CC(C)=O.CC(C)=O
Calculated total energy, Ha: -1080.014726
Max |F|, eV/A: 16.08

Here are the Mulliken charges for atoms 1 to 4, given in e: C -1.0673; C -0.9553; O -0.1197; C 0.7233

Entry 5:
A 2-piece molecular cluster, C46H57N4O overall. Source: the Open Molecules 2025 dataset; level of theory: ωB97M-V/def2-TZVPD.

The geometry in XYZ format:
```
108
Properties=species:S:1:pos:R:3
C -2.973 -3.416 -0.681
C -3.426 -2.933 0.690
C -4.215 -4.020 1.415
C -4.183 -1.620 0.549
C -5.559 -1.609 0.337
C -6.234 -0.409 0.096
C -5.524 0.788 0.058
C -4.137 0.796 0.247
C -3.369 2.105 0.108
C -3.685 3.040 1.265
C -3.644 2.786 -1.233
C -3.474 -0.407 0.524
N -2.031 -0.426 0.673
N -1.245 -0.821 -0.362
N 0.028 -0.811 0.140
C 1.171 -0.788 -0.761
C 1.707 0.447 -1.163
C 0.959 1.737 -0.855
C -0.156 1.957 -1.868
C 1.867 2.959 -0.752
C 2.874 0.459 -1.930
C 3.464 -0.735 -2.350
C 2.884 -1.955 -1.999
C 1.746 -1.994 -1.190
C 1.127 -3.337 -0.816
C 2.169 -4.364 -0.371
C 0.311 -3.895 -1.980
C 0.033 -0.329 1.446
C 1.263 -0.122 2.162
C 1.432 1.018 2.990
C 2.659 1.261 3.592
C 3.704 0.343 3.473
C 3.544 -0.801 2.675
C 2.341 -1.035 2.030
C -1.276 -0.075 1.814
C -1.790 0.437 2.999
H -2.348 -2.654 -1.160
H -2.402 -4.348 -0.605
H -3.849 -3.597 -1.321
H -2.530 -2.719 1.287
H -4.594 -3.651 2.373
H -5.059 -4.358 0.803
H -3.563 -4.878 1.610
H -6.111 -2.551 0.356
H -7.315 -0.412 -0.055
H -6.036 1.735 -0.135
H -2.305 1.848 0.149
H -3.396 2.574 2.213
H -3.142 3.985 1.151
H -4.763 3.246 1.289
H -3.373 2.129 -2.068
H -4.708 3.036 -1.323
H -3.057 3.709 -1.320
H 0.492 1.609 0.128
H -0.840 1.098 -1.884
H -0.735 2.859 -1.627
H 0.269 2.074 -2.875
H 2.672 2.780 -0.030
H 2.306 3.202 -1.728
H 1.287 3.822 -0.405
H 3.317 1.418 -2.215
H 4.379 -0.712 -2.946
H 3.326 -2.897 -2.338
H 0.448 -3.146 0.024
H 2.830 -3.958 0.402
H 1.666 -5.248 0.040
H 2.784 -4.679 -1.224
H -0.411 -3.158 -2.348
H 0.979 -4.156 -2.812
H -0.237 -4.795 -1.675
H 0.576 1.685 3.114
H 2.794 2.178 4.169
H 4.640 0.515 4.001
H 4.366 -1.510 2.558
H 2.185 -1.923 1.412
H -1.089 0.585 3.808
H -2.869 0.522 3.085
C -2.018 -1.556 11.865
C -1.886 -1.754 10.359
N -1.872 -0.475 9.629
C -0.985 -0.263 8.649
C -0.953 0.883 7.842
C 0.036 1.132 6.898
C 0.299 2.462 6.404
C 1.634 2.926 6.280
C 1.915 4.211 5.829
C 0.871 5.074 5.464
C -0.459 4.642 5.595
C -0.746 3.367 6.088
C -2.881 0.520 9.963
C -3.607 0.092 11.235
O -2.665 -0.342 12.226
H -2.606 -2.394 12.282
H -1.027 -1.536 12.341
H -0.953 -2.277 10.137
H -2.749 -2.352 10.021
H -0.222 -1.039 8.532
H -1.715 1.654 7.991
H 0.778 0.358 6.689
H 2.442 2.244 6.568
H 2.956 4.548 5.771
H 1.096 6.075 5.098
H -1.275 5.316 5.331
H -1.778 3.036 6.221
H -2.412 1.505 10.126
H -3.615 0.626 9.148
H -4.104 0.955 11.704
H -4.336 -0.705 10.990
```

Properties
E_LUMO, eV: -4.58
Charge: +1
Calculated total energy, Ha: -2080.983306
Max |F|, eV/A: 3.17

Here are the Mulliken charges for atoms 1 to 4, given in e: C -1.0638; C 1.1660; C -1.8626; C 0.5864

Entry 6:
One molecule with the formula C5H8N2O. Source: the Open Molecules 2025 dataset; level of theory: ωB97M-V/def2-TZVPD.

The geometry in XYZ format:
```
16
Properties=species:S:1:pos:R:3
C 1.186 0.309 1.811
C 0.593 0.074 0.445
C 1.361 0.164 -0.735
N 0.516 0.024 -1.770
O 0.967 -0.072 -3.089
N -0.694 -0.294 -1.533
C -0.705 -0.217 0.155
C -2.053 -0.249 0.653
H 2.225 0.704 1.840
H 0.487 0.724 2.471
H 1.293 -0.698 2.163
H 2.327 0.514 -1.013
H 0.101 -0.341 -3.553
H -2.725 -0.927 0.084
H -2.186 -0.430 1.689
H -2.695 0.715 0.382
```

Properties
Relative energy (zero: lowest compared OMol25 entry of this formula, charge and spin), kcal per mole: 102.5
E_LUMO, eV: 0.95
SMILES: Cc1cn(O)nc1C
Calculated total energy, Ha: -379.924848
Max |F|, eV/A: 6.94

Here are the Mulliken charges for atoms 1 to 4, given in e: C -1.3781; C 0.5207; C -0.6469; N 0.8329

Entry 7:
A 11-piece molecular cluster, C30H39Cl6F5O24 overall. Source: the Open Molecules 2025 dataset; level of theory: ωB97M-V/def2-TZVPD.

The geometry in XYZ format:
```
104
Properties=species:S:1:pos:R:3
O -3.210 0.781 5.872
C -3.658 1.331 6.899
O -4.916 1.633 7.136
C -4.940 2.532 8.255
C -3.646 2.235 9.009
F -3.877 1.170 9.769
O -2.912 1.883 7.839
H -4.971 3.525 7.806
H -5.833 2.342 8.850
H -3.174 3.016 9.604
O -5.630 2.832 -7.038
C -5.675 1.744 -6.531
O -6.730 0.850 -6.678
C -6.657 -0.065 -5.653
C -5.170 -0.123 -5.428
F -4.628 -1.075 -6.204
O -4.833 1.195 -5.655
H -7.159 0.465 -4.843
H -7.183 -0.996 -5.862
H -4.941 -0.380 -4.394
O 4.687 4.954 -11.014
C 3.542 4.645 -10.650
O 3.263 3.694 -9.713
C 1.951 3.732 -9.395
C 1.281 4.540 -10.510
F 0.592 5.479 -9.839
O 2.352 5.131 -11.140
H 1.424 2.788 -9.259
H 1.812 4.190 -8.416
H 0.630 4.074 -11.250
O -1.391 -10.331 3.962
C -0.274 -10.090 3.493
O 0.031 -8.924 2.835
C 1.395 -8.919 2.469
C 1.943 -10.044 3.284
F 2.565 -9.597 4.407
O 0.789 -10.839 3.561
H 1.601 -9.050 1.406
H 1.871 -8.043 2.909
H 2.635 -10.561 2.619
O -6.482 3.901 0.438
C -7.127 4.971 0.676
O -7.134 5.635 1.889
C -8.061 6.704 1.894
C -8.191 6.995 0.408
F -7.464 8.014 0.011
O -7.756 5.775 -0.209
H -9.059 6.326 2.119
H -7.837 7.506 2.598
H -9.208 7.156 0.049
C 7.518 -4.496 -3.722
C 8.108 -5.632 -2.933
C 7.761 -5.641 -1.446
O 7.489 -6.955 -1.185
C 7.144 -7.622 -2.253
O 6.570 -8.685 -2.278
O 7.543 -6.830 -3.328
H 6.434 -4.436 -3.817
H 8.061 -4.333 -4.653
H 7.845 -3.588 -3.216
H 9.191 -5.702 -3.039
H 6.954 -4.975 -1.140
H 8.633 -5.369 -0.851
C -7.333 -5.826 4.529
C -7.100 -4.682 3.467
C -6.147 -4.966 2.314
O -6.922 -4.583 1.133
C -8.139 -4.215 1.450
O -9.077 -3.864 0.684
O -8.305 -4.452 2.785
H -6.441 -6.075 5.104
H -7.815 -6.730 4.158
H -8.064 -5.471 5.255
H -6.733 -3.729 3.847
H -6.042 -6.050 2.295
H -5.150 -4.533 2.396
C 6.598 6.688 -2.192
C 8.120 6.943 -2.119
C 8.825 6.714 -0.828
O 9.977 5.968 -1.123
C 9.878 5.331 -2.296
O 10.697 4.553 -2.766
O 8.720 5.794 -2.861
H 6.277 6.846 -3.222
H 6.054 7.366 -1.535
H 6.439 5.659 -1.872
H 8.435 7.875 -2.588
H 8.107 6.168 -0.216
H 9.051 7.663 -0.342
Cl 1.098 0.556 -1.970
C 0.517 -0.465 -0.752
Cl 1.364 -2.036 -0.969
H 0.728 -0.031 0.225
H -0.555 -0.617 -0.876
Cl -0.070 6.895 3.318
C 1.257 5.766 3.847
Cl 2.846 6.627 3.924
H 1.082 5.409 4.862
H 1.300 4.895 3.192
Cl 4.938 0.233 9.019
C 4.557 -1.293 8.292
Cl 4.024 -1.040 6.620
H 5.363 -2.019 8.397
H 3.750 -1.718 8.889
```

Properties
Relative energy (zero: lowest compared OMol25 entry of this formula, charge and spin), kcal per mole: 0.0
E_LUMO, eV: 0.03
SMILES: O=C1OC[C@@H](F)O1.O=C1OC[C@@H](F)O1.O=C1OC[C@@H](F)O1.O=C1OC[C@@H](F)O1.O=C1OC[C@@H](F)O1.C[C@H]1COC(=O)O1.C[C@H]1COC(=O)O1.C[C@H]1COC(=O)O1.ClCCl.ClCCl.ClCCl
Calculated total energy, Ha: -6232.732003
Max |F|, eV/A: 6.36

Here are the Mulliken charges for atoms 1 to 4, given in e: O -0.5887; C 0.7177; O -0.3091; C -0.4556

Entry 8:
C38H86CdN5O17 as an isolated structure. Source: the Open Molecules 2025 dataset; level of theory: ωB97M-V/def2-TZVPD.

The geometry in XYZ format:
```
147
Properties=species:S:1:pos:R:3
Cd 6.284 9.172 7.683
C 3.449 10.259 4.651
C 2.047 10.395 4.791
C 1.373 10.089 6.101
O 0.152 10.250 6.254
C 2.149 9.671 7.196
C 3.512 9.561 7.104
C 4.265 9.966 5.767
O 5.529 9.973 5.830
O 4.255 9.109 8.058
O 1.440 10.625 3.721
H 3.888 10.469 3.690
H 1.789 9.477 8.197
C 6.450 13.242 8.541
C 6.078 12.054 9.384
O 6.604 10.890 8.846
H 7.523 13.399 8.418
H 5.955 14.166 8.867
H 6.101 13.189 7.503
H 4.982 11.999 9.404
H 6.521 12.167 10.382
O 8.863 10.334 10.428
H 9.587 10.977 10.292
H 8.131 10.665 9.865
O 7.246 8.027 9.372
H 7.658 8.701 9.950
H 7.338 7.195 9.844
C 13.178 12.417 12.946
O 12.892 12.417 11.561
C 12.555 11.160 10.983
C 12.165 11.225 9.535
N 10.944 12.005 9.322
C 10.423 11.883 7.957
C 10.934 12.970 7.027
O 12.362 13.004 6.991
C 12.775 14.264 6.490
H 12.772 13.342 13.355
H 14.250 12.321 13.121
H 12.624 11.630 13.467
H 11.855 10.607 11.622
H 13.472 10.553 11.071
H 12.040 10.147 9.369
H 13.018 11.519 8.919
H 11.245 12.965 9.483
H 9.338 12.029 7.962
H 10.680 10.890 7.586
H 10.457 13.900 7.364
H 10.591 12.835 5.996
H 12.566 15.081 7.182
H 12.369 14.489 5.499
H 13.852 14.182 6.329
C 12.093 15.772 10.598
O 10.951 15.683 9.767
C 9.843 16.422 10.271
C 8.634 16.143 9.397
N 8.907 16.648 8.068
C 8.068 16.025 7.031
C 8.236 16.697 5.673
O 9.393 16.227 5.010
C 9.514 16.779 3.727
H 12.965 15.896 9.947
H 12.198 14.856 11.180
H 12.124 16.674 11.217
H 10.066 17.496 10.314
H 9.612 16.193 11.320
H 7.774 16.571 9.920
H 8.493 15.052 9.440
H 9.884 16.432 7.899
H 7.011 16.206 7.241
H 8.227 14.944 7.033
H 8.324 17.775 5.841
H 7.316 16.471 5.123
H 9.662 17.863 3.659
H 8.662 16.595 3.062
H 10.373 16.321 3.238
C 3.667 13.548 6.770
O 2.400 13.701 6.103
C 1.362 13.240 6.936
C 0.106 13.177 6.070
N -1.062 12.785 6.869
C -2.235 12.527 6.043
C -3.414 12.006 6.889
O -3.253 10.595 6.929
C -4.177 9.954 7.781
H 3.995 12.555 6.453
H 3.584 13.678 7.849
H 4.341 14.292 6.341
H 1.179 13.905 7.792
H 1.520 12.258 7.399
H 0.202 12.422 5.280
H -0.086 14.130 5.575
H -0.908 11.881 7.311
H -1.995 11.689 5.374
H -2.554 13.394 5.464
H -4.359 12.213 6.373
H -3.438 12.485 7.872
H -3.857 10.033 8.824
H -4.161 8.893 7.534
H -5.193 10.330 7.636
C 6.858 12.968 4.305
O 7.344 12.137 3.293
C 6.396 11.436 2.533
C 6.846 11.274 1.075
N 8.099 10.540 0.996
C 8.705 10.642 -0.314
C 9.818 9.625 -0.511
O 11.036 10.147 -0.043
C 12.108 9.262 -0.231
H 6.240 13.815 3.976
H 7.716 13.355 4.854
H 6.197 12.400 4.973
H 5.437 11.963 2.552
H 6.229 10.439 2.952
H 6.884 12.270 0.609
H 6.026 10.785 0.539
H 8.662 10.861 1.777
H 9.064 11.617 -0.677
H 7.892 10.424 -1.015
H 9.824 9.350 -1.576
H 9.588 8.702 0.035
H 13.020 9.780 0.059
H 12.223 8.921 -1.268
H 11.950 8.351 0.360
C 4.479 17.197 9.849
O 5.452 16.968 10.836
C 5.138 16.044 11.871
C 6.262 16.163 12.875
N 6.062 15.289 14.058
C 5.921 13.873 13.741
C 7.069 13.204 13.004
O 8.159 13.057 13.899
C 9.259 12.481 13.214
H 4.730 16.740 8.889
H 4.488 18.273 9.642
H 3.453 17.001 10.172
H 5.209 15.021 11.478
H 4.124 16.265 12.209
H 6.297 17.170 13.296
H 7.227 15.936 12.412
H 6.835 15.401 14.699
H 4.960 13.597 13.304
H 5.893 13.382 14.722
H 7.373 13.844 12.163
H 6.794 12.242 12.560
H 10.134 12.377 13.851
H 9.477 13.038 12.298
H 8.972 11.468 12.910
```

Properties
Relative energy (zero: lowest compared OMol25 entry of this formula, charge and spin), kcal per mole: 8.7
E_LUMO, eV: 1.62
Charge: -1
Calculated total energy, Ha: -3219.863878
Max |F|, eV/A: 3.46

Here are the Mulliken charges for atoms 1 to 4, given in e: Cd 1.7314; C -0.6385; C 0.6475; C 0.4652

Entry 9:
One molecule with the formula CH4BrNS. Source: the Open Molecules 2025 dataset; level of theory: ωB97M-V/def2-TZVPD.

The geometry in XYZ format:
```
8
Properties=species:S:1:pos:R:3
C 0.820 0.733 -0.102
N -1.135 -0.754 -0.045
S -0.770 0.762 0.649
Br 2.162 -0.494 0.638
H 1.326 1.651 -0.243
H 0.646 0.366 -1.042
H -1.010 -1.603 0.658
H -2.039 -0.660 -0.512
```

Properties
Multiplicity: 3
Relative energy (zero: lowest compared OMol25 entry of this formula, charge and spin), kcal per mole: 43.9
E_LUMO (alpha / beta), eV: 0.75 / -2.83
<S²>: 2.0056
Calculated total energy, Ha: -3067.261231
Max |F|, eV/A: 3.90

Here are the Mulliken charges for atoms 1 to 4, given in e: C -0.4455; N -0.5101; S -0.1209; Br -0.1445

- What is the calculated total energy in the first record?
  -756.320069 Ha

- calculated total energy of number 3 (C2H9NOS)?
  -609.733975 Ha

- Look up the max |F| of the fifth one.
  3.17 eV/A